# C44H36N9O3PPbS2

A molecular structure, C44H36N9O3PPbS2 in a non-equilibrium geometry (ωB97M-V/def2-TZVPD, the OMol25 dataset).

Positions of all 96 atoms, in Å:
1 Pb -0.019 0.040 0.025
2 O 2.444 2.515 -0.033
3 S 3.082 2.023 -1.259
4 O 3.654 3.069 -2.072
5 O 2.203 1.115 -2.000
6 C 4.418 1.041 -0.609
7 C 5.650 1.671 -0.506
8 C 6.710 1.037 0.109
9 C 6.556 -0.253 0.578
10 C 5.337 -0.894 0.470
11 C 4.220 -0.255 -0.079
12 P 2.598 -1.188 -0.082
13 C 3.058 -2.330 -1.458
14 C 3.283 -3.692 -1.277
15 C 3.527 -4.516 -2.366
16 C 3.568 -3.992 -3.646
17 C 3.385 -2.630 -3.833
18 C 3.133 -1.804 -2.750
19 C 2.736 -2.138 1.482
20 C 2.009 -3.320 1.640
21 C 1.938 -3.956 2.868
22 C 2.556 -3.400 3.977
23 C 3.229 -2.195 3.848
24 C 3.318 -1.568 2.615
25 H 5.749 2.665 -0.921
26 H 7.656 1.548 0.220
27 H 7.389 -0.760 1.047
28 H 5.232 -1.904 0.844
29 H 3.270 -4.121 -0.286
30 H 3.681 -5.575 -2.205
31 H 3.739 -4.640 -4.494
32 H 3.427 -2.211 -4.830
33 H 2.961 -0.750 -2.902
34 H 1.471 -3.729 0.795
35 H 1.397 -4.890 2.955
36 H 2.495 -3.886 4.942
37 H 3.674 -1.729 4.717
38 H 3.848 -0.628 2.535
39 S -2.009 -3.842 2.281
40 C -1.457 -2.872 3.609
41 C -1.672 -3.059 4.966
42 C -1.056 -2.190 5.847
43 C -0.236 -1.162 5.380
44 C -0.035 -0.964 4.029
45 C -0.664 -1.816 3.125
46 N -0.542 -1.787 1.757
47 C -1.143 -2.778 1.178
48 C -1.011 -3.068 -0.239
49 C -1.327 -4.337 -0.739
50 C -0.998 -4.653 -2.043
51 C -0.394 -3.696 -2.849
52 C -0.167 -2.418 -2.362
53 C -0.451 -2.057 -1.044
54 H -2.289 -3.874 5.317
55 H -1.197 -2.317 6.911
56 H 0.260 -0.516 6.091
57 H 0.594 -0.172 3.657
58 H -1.804 -5.068 -0.096
59 H -1.205 -5.641 -2.431
60 H -0.106 -3.945 -3.863
61 H 0.259 -1.666 -3.017
62 N 1.702 2.242 3.300
63 C 0.406 2.614 3.343
64 N 0.063 3.612 4.152
65 C -1.236 3.891 4.179
66 N -1.637 4.875 5.006
67 N -2.174 3.263 3.462
68 C -1.732 2.259 2.709
69 N -0.472 1.882 2.624
70 C -2.786 1.527 1.947
71 C -4.110 1.900 2.189
72 C -5.132 1.260 1.515
73 C -4.815 0.246 0.633
74 C -3.480 -0.074 0.456
75 N -2.480 0.543 1.077
76 H 2.352 2.936 3.634
77 H 1.957 1.808 2.421
78 H -0.933 5.400 5.490
79 H -2.590 5.185 4.976
80 H -4.305 2.684 2.904
81 H -6.161 1.540 1.693
82 H -5.585 -0.293 0.100
83 H -3.190 -0.877 -0.212
84 N -0.256 3.262 -1.698
85 C -0.871 2.356 -2.502
86 C -1.200 2.701 -3.830
87 C -1.986 1.856 -4.570
88 C -2.414 0.655 -4.003
89 C -1.997 0.363 -2.726
90 N -1.250 1.182 -1.977
91 H 0.342 3.929 -2.160
92 H 0.157 2.896 -0.850
93 H -0.834 3.633 -4.237
94 H -2.264 2.113 -5.583
95 H -3.034 -0.039 -4.550
96 H -2.246 -0.585 -2.268

Computed properties:
max |F|: 0.0313 Eh/bohr
E_tot: -101976.9364 eV
2S+1: 1
ΔE to the lowest compared entry with this formula, charge and spin: 0.000 eV
HOMO-LUMO gap: 7.37 eV

***

# C5H7O4S

A gas-phase ion, C5H7O4S (charge -1) in a non-equilibrium geometry (ωB97M-V/def2-TZVPD, the OMol25 dataset).

Positions of all 17 atoms, in Å:
1 C -0.579 1.178 1.577
2 C -1.208 0.414 0.219
3 C -0.036 -0.359 -0.480
4 C 0.932 0.697 -1.108
5 C -0.615 -1.294 -1.439
6 O 2.076 0.729 1.803
7 O -2.400 0.445 -0.112
8 O 0.503 -0.571 3.155
9 O 0.723 -0.941 0.688
10 S 0.729 0.147 1.919
11 H -1.334 1.181 2.394
12 H 1.899 0.275 -1.146
13 H 0.950 1.446 -0.322
14 H 0.627 1.145 -2.104
15 H -1.431 -2.001 -0.986
16 H 0.224 -1.845 -1.826
17 H -1.057 -0.646 -2.232

Computed properties:
structure (SMILES): CC1(C)O[S@](=O)([O-])=CC1=O
max |F|: 0.0900 Eh/bohr
E_tot: -24323.1479 eV
charge: -1
2S+1: 1
ΔE to the lowest compared entry with this formula, charge and spin: 1.217 eV
HOMO-LUMO gap: 7.57 eV

***

# C5H10O

2 unconnected molecules or ions with the total composition C5H10O (ωB97M-V/def2-TZVPD, the OMol25 dataset).

Positions of all 16 atoms, in Å:
1 O 0.793 2.840 -0.631
2 C 1.052 -0.397 0.009
3 C 0.247 -1.686 -0.333
4 C -0.953 -1.113 0.421
5 C -1.358 0.204 -0.163
6 C -0.170 0.140 0.760
7 H 1.514 2.591 -0.040
8 H 1.902 -0.603 0.665
9 H 1.394 0.217 -0.831
10 H 0.670 -2.575 0.143
11 H 0.085 -1.904 -1.394
12 H -1.629 -1.678 1.055
13 H -1.221 0.394 -1.228
14 H -2.258 0.646 0.257
15 H 0.080 2.235 -0.387
16 H -0.149 0.689 1.698

Computed properties:
structure (SMILES): C1C[C@H]2C[C@@H]12.O
max |F|: 0.0055 Eh/bohr
E_tot: -7392.9595 eV
2S+1: 1
ΔE to the lowest compared entry with this formula, charge and spin: 1.806 eV
HOMO-LUMO gap: 11.05 eV

***

# C4H11N2S

2 unconnected molecules or ions with the total composition C4H11N2S in a non-equilibrium geometry (ωB97M-V/def2-TZVPD, the OMol25 dataset).

Positions of all 18 atoms, in Å:
1 C 2.710 0.048 -0.693
2 C 1.552 0.044 -0.062
3 C -0.279 -1.415 0.442
4 C -2.434 -0.399 0.146
5 N 1.135 1.277 0.613
6 N -1.286 -1.062 -0.364
7 S -2.042 1.394 -0.020
8 H 3.429 0.874 -0.953
9 H 3.059 -0.951 -1.037
10 H 0.453 -2.178 0.175
11 H -0.161 -0.842 1.395
12 H -3.320 -0.797 -0.431
13 H -2.582 -0.562 1.172
14 H 1.489 2.024 -0.076
15 H 1.581 1.441 1.476
16 H -1.399 -1.426 -1.308
17 H 0.180 1.382 0.783
18 H -2.084 1.147 -1.258

Computed properties:
<S²>: 2.02
max |F|: 0.0755 Eh/bohr
E_tot: -18128.4486 eV
charge: +1
2S+1: 3
ΔE to the lowest compared entry with this formula, charge and spin: 3.463 eV
HOMO-LUMO gap (spin up / spin down): 6.28 / 7.26 eV

***

> Look up the max |F| of the second one.

0.0900 Eh/bohr

***

> Number 3 is which compound?

C5H10O

***

> E_tot of number 2 (C5H7O4S)?

-24323.1479 eV